Record 1
11
Properties=species:S:1:pos:R:3:forces:R:3 method="wB97M-V/def2-TZVPD" e_tot_ev=-7658.680 fmax_ev_per_a=0.7 homo_energy_ev=-7.4723
N -1.673755 -0.144776 0.202426 0.088 -0.145 -0.089
C -0.323861 0.035644 0.106679 0.287 0.302 -0.091
C 0.788007 -0.909602 -0.019163 0.162 0.083 -0.076
C 2.008131 0.002014 -0.528291 -0.491 0.075 0.133
N 1.595677 1.229892 -0.354509 0.264 -0.367 -0.280
N 0.201927 1.226033 -0.013720 -0.319 -0.090 -0.018
H -2.007198 -1.093332 0.273148 0.155 0.044 -0.014
H -2.236155 0.421255 -0.421119 0.051 0.007 0.306
H 0.556432 -1.941091 -0.303637 0.234 0.412 -0.236
H 1.362444 -0.932260 0.918042 -0.438 -0.227 0.438
H -0.271653 2.106226 0.140147 0.006 -0.094 -0.073

Record 2
15
Properties=species:S:1:pos:R:3:forces:R:3 method="wB97M-V/def2-TZVPD" e_tot_ev=-8025.780 fmax_ev_per_a=4.5 homo_energy_ev="-7.7890 / -7.5120"
B 1.905343 -0.324536 1.290455 -0.133 0.712 -0.328
C -1.434318 -1.024203 -0.361719 1.939 2.039 -3.493
C -0.407121 1.246075 -0.964300 0.611 -3.349 -1.531
C -0.168861 -0.315050 -0.920154 -0.328 0.545 -0.780
O 2.484129 -1.482701 1.647606 1.516 -0.673 1.732
O 2.155517 0.949383 1.736453 1.094 -0.679 1.233
H -1.881332 -0.446311 0.326236 -1.387 2.675 2.599
H -1.193028 -1.822498 0.175755 0.894 -4.098 1.572
H -2.225975 -1.154017 -1.082970 0.032 -0.589 -0.729
H -0.106822 1.808617 -0.158039 0.998 0.944 2.023
H -0.043581 1.679419 -1.862339 0.567 0.417 -0.804
H -1.446766 1.277919 -0.998048 -2.044 0.585 -0.151
H 0.270749 -0.794397 -1.893594 -0.576 0.932 2.121
H 3.180671 -1.569235 2.408681 -1.815 0.616 -1.948
H 2.847413 0.987286 2.482742 -1.369 -0.077 -1.517

Record 3
81
Properties=species:S:1:pos:R:3:forces:R:3 method="wB97M-V/def2-TZVPD" e_tot_ev=-89368.485 fmax_ev_per_a=2.8 homo_energy_ev="-14.0761 / -14.0759" charge=+3
Os -2.156932 1.043403 0.845399 0.041 1.133 0.318
S -3.900437 6.354903 -0.832807 -0.020 -0.006 -0.033
C -4.116524 8.034712 -1.020178 -0.020 -0.026 0.002
C -3.130209 8.746491 -0.408919 0.029 0.007 0.006
C -2.176692 7.912726 0.220881 -0.004 0.027 0.004
C -2.454434 6.577894 0.079947 0.036 0.014 0.028
C -1.688131 5.451388 0.603774 0.017 0.040 0.012
C -2.173629 4.137804 0.468294 0.145 -0.088 -0.002
N -1.531826 3.063740 0.917244 -0.142 -0.023 -0.130
C -0.347816 3.240993 1.565644 -0.097 0.014 0.025
C 0.218174 4.502301 1.750081 0.019 -0.013 -0.001
C 1.473902 4.592090 2.449045 -0.004 0.028 -0.003
C 2.088442 3.491701 2.931114 0.037 -0.026 0.017
C 1.504415 2.186253 2.771873 0.018 0.022 0.008
C 2.077128 1.004899 3.261137 0.007 0.016 -0.004
C 1.437140 -0.210905 3.094836 -0.006 -0.011 -0.036
C 0.198449 -0.201761 2.425487 0.004 0.128 0.090
N -0.350321 0.898192 1.936181 -0.267 0.058 0.110
C 0.288855 2.084659 2.096607 -0.005 -0.033 -0.104
C 1.981948 -1.475054 3.592679 -0.021 -0.008 -0.034
C 1.478528 -2.740819 3.422616 0.006 0.008 0.000
C 2.257921 -3.735150 4.059845 -0.011 -0.013 0.036
C 3.337074 -3.208397 4.704288 0.027 -0.009 -0.016
S 3.416852 -1.516627 4.538098 0.004 -0.012 0.037
C -0.472783 5.610864 1.249799 0.013 0.047 -0.002
H -4.964338 8.409328 -1.571324 0.009 -0.001 0.007
H -3.087114 9.825098 -0.407312 0.001 -0.010 0.001
H -1.326966 8.302495 0.763164 -0.008 -0.008 -0.002
H -3.116961 3.965496 -0.030916 -0.012 -0.027 0.005
H 1.915147 5.570638 2.588152 -0.001 -0.006 -0.001
H 3.029265 3.576014 3.459432 -0.005 -0.003 -0.002
H 3.027097 1.060849 3.779682 -0.009 -0.005 0.007
H -0.370471 -1.113751 2.321540 -0.006 -0.007 0.018
H 0.571934 -2.969335 2.877708 0.011 0.014 0.006
H 2.019627 -4.788108 4.063044 0.004 0.000 -0.004
H 4.086757 -3.726740 5.281128 -0.011 0.001 -0.010
H -0.047100 6.597624 1.378961 0.002 -0.010 -0.003
C 7.462519 -4.733681 -4.125032 0.059 0.006 -0.031
O 6.619531 -4.559578 -2.955139 -0.207 0.034 -0.024
C 5.339411 -4.399899 -3.071955 0.253 -0.058 0.012
C 4.648531 -4.369272 -4.309345 -0.183 -0.006 -0.121
C 3.295956 -4.229715 -4.297520 0.234 0.022 -0.202
C 2.584817 -4.088796 -3.068921 -0.478 -0.127 -0.172
C 3.292340 -4.129823 -1.824887 0.159 -0.058 0.187
C 4.634504 -4.274201 -1.830979 -0.158 0.030 0.113
N 1.265356 -3.973414 -3.185616 0.171 0.415 0.112
N 0.473070 -3.978404 -2.226859 -0.267 0.051 1.286
C -0.181443 -3.214745 -1.407133 0.769 -0.085 -1.624
C -1.044770 -3.832502 -0.442599 -1.185 0.129 1.208
C -1.831333 -3.099654 0.407059 0.536 -2.064 -0.548
C -1.819713 -1.699981 0.335029 -1.238 2.171 1.074
O -2.569882 -0.909026 1.055718 1.196 -2.215 -1.220
C -0.974271 -1.056343 -0.599262 0.592 0.263 -0.470
N -1.059254 0.301746 -0.591209 -0.516 -0.298 0.457
C -0.373938 0.996970 -1.494119 0.587 0.259 -0.799
C 0.435610 0.370446 -2.433564 -0.304 0.476 0.306
C 0.558014 -1.005984 -2.433779 -0.057 -0.664 0.125
C -0.157465 -1.751163 -1.497623 0.181 0.581 -0.229
H 8.467395 -4.830615 -3.733326 0.004 0.003 0.012
H 7.388414 -3.856452 -4.764358 0.004 0.002 0.003
H 7.176239 -5.639985 -4.654342 -0.025 -0.005 0.012
H 5.181665 -4.477916 -5.241605 -0.011 -0.002 0.003
H 2.725205 -4.225491 -5.217592 0.007 0.004 0.003
H 2.748434 -4.073335 -0.890040 0.015 0.013 -0.012
H 5.215475 -4.329379 -0.920718 -0.007 0.010 0.007
H -1.062270 -4.913812 -0.419072 -0.010 -0.007 0.048
H -2.472847 -3.590594 1.127412 0.008 -0.014 -0.017
H -0.475536 2.073532 -1.455397 -0.008 -0.052 0.004
H 0.965118 0.977896 -3.153468 0.014 -0.004 0.002
H 1.189782 -1.490907 -3.165812 -0.008 0.016 0.015
C -6.429824 -1.698868 0.615831 0.034 0.027 0.045
N -5.381921 -0.681189 0.600279 -0.061 -0.170 -0.009
C -5.470585 0.447265 -0.066296 0.045 0.258 0.056
N -6.541978 0.716628 -0.798953 -0.086 -0.074 0.025
S -4.258389 1.703233 -0.006057 0.250 -0.091 0.012
H -6.166574 -2.450348 1.353388 0.002 -0.016 -0.011
H -6.530596 -2.177360 -0.358777 -0.019 0.005 -0.014
H -7.382561 -1.261218 0.916871 0.007 -0.016 0.006
H -4.526112 -0.843064 1.110793 -0.117 0.021 0.022
H -7.343024 0.105017 -0.825703 0.014 0.016 -0.012
H -6.609070 1.598077 -1.281552 0.023 0.005 0.012

Record 4
109
Properties=species:S:1:pos:R:3:forces:R:3 method="wB97M-V/def2-TZVPD" e_tot_ev=-124330.911 fmax_ev_per_a=2.0 homo_energy_ev=-6.3505 charge=-1
As 17.830196 -16.375820 -4.932873 0.614 -0.005 1.144
F 18.480644 -17.301753 -6.226720 -0.177 -0.175 -0.253
F 18.814602 -17.308483 -3.835195 0.078 -0.163 -0.270
F 17.313671 -15.492812 -3.524615 -0.608 0.361 -0.225
F 16.813669 -15.533213 -6.059926 -0.040 0.286 0.162
F 16.504618 -17.471383 -4.632628 -0.097 -0.219 -0.313
F 19.061729 -15.175818 -5.107443 0.193 -0.046 -0.309
C 15.139698 -21.312792 -3.379302 -0.324 -0.681 -0.057
C 15.670950 -21.258351 -4.805235 0.322 0.027 -0.192
C 14.636216 -20.698126 -5.784138 0.493 1.033 0.807
O 13.413369 -21.383377 -5.752555 -0.326 -0.128 -0.324
C 13.451284 -22.622740 -6.412885 0.490 -0.114 -0.367
N 16.881985 -20.445604 -4.925507 -0.175 0.220 -0.373
H 14.220454 -21.903060 -3.296845 -0.023 0.099 -0.185
H 14.920771 -20.313652 -3.001776 0.202 0.045 0.070
H 15.866211 -21.838195 -2.753971 0.091 0.351 0.163
H 15.930433 -22.265675 -5.153381 -0.010 -0.069 0.219
H 15.073606 -20.556450 -6.779168 -0.180 -0.582 -0.167
H 14.426335 -19.671129 -5.453155 -0.189 -0.126 0.046
H 13.877586 -22.524008 -7.422781 -0.093 0.100 0.050
H 12.439370 -23.006597 -6.513778 -0.065 0.030 0.178
H 14.083709 -23.348819 -5.887585 -0.186 -0.054 0.095
H 16.653400 -19.454822 -4.871667 0.066 -0.104 0.023
H 17.550740 -20.612156 -4.184478 -0.077 -0.206 0.021
C 18.904857 -12.742899 -7.463516 0.632 -0.871 0.356
C 19.090071 -13.425847 -8.794662 0.613 1.002 -1.616
C 17.830017 -14.116938 -9.233029 -0.383 -0.702 0.639
O 17.991386 -14.687829 -10.518094 0.016 0.456 0.007
C 16.812722 -15.310113 -10.952378 -0.113 -0.456 0.095
N 19.411864 -12.366463 -9.818673 -0.084 -0.183 0.130
H 18.739285 -13.493257 -6.687597 -0.516 0.118 -0.009
H 18.096228 -12.024782 -7.570195 0.012 0.120 0.313
H 19.836200 -12.276500 -7.134986 -0.111 0.402 -0.268
H 19.937318 -14.115489 -8.855105 -0.269 -0.415 0.678
H 16.972159 -13.428859 -9.204174 0.152 0.173 -0.280
H 17.570655 -14.912389 -8.514195 0.170 0.059 -0.014
H 16.618399 -16.230966 -10.381569 0.062 0.055 -0.081
H 16.956710 -15.558489 -12.003910 -0.144 -0.007 -0.006
H 15.921086 -14.687202 -10.816640 0.114 0.198 -0.140
H 20.402531 -12.157179 -9.741244 -0.065 0.173 0.133
H 19.320903 -12.768196 -10.747586 -0.162 -0.109 0.072
C 22.500602 -18.748313 -2.969083 0.780 0.018 0.257
C 22.179104 -17.870674 -1.746833 -0.814 -0.221 -0.695
C 23.411724 -17.115756 -1.322542 0.422 0.111 -0.382
O 23.139666 -16.236449 -0.268128 0.041 -0.298 0.358
C 24.290400 -15.597563 0.190546 0.354 0.452 -0.199
N 21.087062 -16.917272 -2.060240 0.965 -0.579 -0.524
H 23.328307 -19.444767 -2.773240 -0.195 -0.077 0.121
H 22.855618 -18.131456 -3.800661 -0.309 0.040 -0.072
H 21.623344 -19.319007 -3.265151 -0.022 0.043 -0.134
H 21.827294 -18.564519 -0.977548 0.101 0.348 0.363
H 23.806952 -16.551037 -2.189600 -0.224 0.064 0.012
H 24.233182 -17.808193 -1.069704 -0.177 -0.076 0.233
H 24.048419 -15.059327 1.105664 -0.040 -0.102 0.041
H 24.665896 -14.856942 -0.536527 -0.105 -0.087 -0.010
H 25.122354 -16.293084 0.373495 -0.133 -0.096 0.138
H 21.346497 -16.583667 -2.992199 -0.207 0.459 0.176
H 20.260569 -17.461537 -2.281150 -0.203 0.178 0.356
C 14.204012 -12.414277 -7.963838 -0.886 0.025 0.407
C 13.626459 -13.519322 -7.078494 0.230 0.411 0.438
C 12.117408 -13.633128 -7.237948 0.058 -0.545 -0.740
O 11.446049 -12.540613 -6.652595 -0.265 -0.058 0.090
C 10.803809 -12.872000 -5.427854 -0.068 0.408 -0.843
N 14.282600 -14.803891 -7.338724 -0.309 0.140 0.365
H 15.279461 -12.341451 -7.825745 0.091 -0.026 -0.292
H 13.746422 -11.472713 -7.645467 0.161 0.041 -0.009
H 13.886739 -12.565202 -8.997497 0.466 -0.141 -0.121
H 13.765528 -13.163019 -6.040205 0.102 -0.275 -0.019
H 11.749659 -14.590277 -6.842092 0.109 0.104 0.294
H 11.862236 -13.687286 -8.307001 0.037 0.269 0.080
H 11.540899 -13.136914 -4.669581 -0.133 -0.062 0.213
H 10.079029 -13.674351 -5.598207 0.138 -0.192 0.194
H 10.231100 -11.984554 -5.161811 0.171 0.002 0.332
H 13.793649 -15.507161 -6.788283 0.029 -0.103 -0.161
H 15.205838 -14.788152 -6.909809 -0.006 0.046 -0.299
C 17.440943 -19.683097 -11.859634 -0.375 -0.316 -0.158
C 16.183852 -19.723608 -11.000007 0.165 0.658 0.249
C 16.501202 -19.127538 -9.622483 0.619 -0.232 -0.256
O 15.315262 -18.769248 -8.974158 -0.176 -0.242 0.183
C 15.582135 -18.066668 -7.788857 -1.435 0.607 1.275
N 15.123331 -18.961802 -11.687119 0.369 -0.388 0.170
H 17.756923 -18.643073 -11.964353 0.170 -0.045 -0.042
H 17.204482 -20.083329 -12.847507 0.064 0.080 -0.028
H 18.254498 -20.280988 -11.449722 0.038 0.110 0.144
H 15.872103 -20.757475 -10.835858 -0.241 0.004 -0.212
H 17.155956 -18.245410 -9.704806 -0.075 -0.011 -0.178
H 17.079104 -19.870448 -9.049236 -0.138 0.074 0.161
H 14.651308 -17.928128 -7.216664 -0.222 -0.398 -0.451
H 15.839536 -17.016215 -7.949707 0.892 -0.268 -0.248
H 16.190793 -18.622014 -7.072734 0.696 0.241 -0.431
H 15.554008 -18.078072 -11.946731 -0.224 0.096 -0.064
H 14.424384 -18.737718 -10.984159 -0.039 0.071 -0.118
C 15.954466 -15.402817 0.329378 -0.005 -0.331 0.380
C 17.356820 -16.008863 0.271076 0.615 0.243 -0.085
C 17.244926 -17.438445 -0.261449 -0.385 0.538 -0.112
O 18.453175 -17.887641 -0.793072 0.340 -0.050 0.337
C 18.298390 -19.063007 -1.519184 0.162 -0.655 -0.683
N 18.303040 -15.184829 -0.514875 -0.925 -0.025 -0.666
H 15.650071 -15.092389 -0.670566 -0.001 0.051 -0.008
H 15.928800 -14.555662 1.016608 -0.021 0.121 -0.146
H 15.219929 -16.132095 0.691955 0.030 0.044 0.018
H 17.804797 -16.070758 1.269118 -0.279 0.007 0.122
H 16.473305 -17.472869 -1.047182 -0.004 0.021 0.001
H 16.901507 -18.058819 0.580768 0.008 -0.219 -0.140
H 19.245969 -19.333764 -1.993429 0.135 0.175 0.232
H 17.608501 -18.933573 -2.362272 -0.249 -0.002 0.231
H 18.001795 -19.922857 -0.901897 -0.193 0.128 0.088
H 18.175409 -15.443834 -1.498212 0.448 -0.199 0.166
H 17.933517 -14.233861 -0.536922 0.177 -0.002 0.352

Record 5
23
Properties=species:S:1:pos:R:3:forces:R:3 method="wB97M-V/def2-TZVPD" e_tot_ev=-15542.030 fmax_ev_per_a=6.1 homo_energy_ev=-12.4946 smiles="C[C@H]1Oc2c([nH]ccc2=[NH2+])[C@@H]1O" charge=+1
C 2.801468 0.403541 -0.185567 1.155 1.539 0.082
C 2.299541 1.676710 -0.306702 -0.994 0.278 -0.108
C 2.036572 -0.742555 0.109601 -1.532 0.803 0.642
C 0.658892 -0.457252 0.162458 -3.955 2.822 -2.010
C 0.073999 0.922348 -0.118530 1.396 -5.706 1.720
C -1.459988 0.890260 -0.052464 1.496 -1.329 -0.689
C -1.650251 -0.670603 0.318272 -1.881 1.119 -2.659
C -2.766720 -1.275033 -0.592229 3.978 -3.141 0.044
N 0.944369 1.877409 -0.205304 -0.327 2.908 -0.687
N 2.592475 -1.918244 0.433687 -0.970 -1.257 0.265
O -0.410460 -1.346851 0.204188 1.909 -0.080 0.347
O -1.916829 1.702656 0.940732 -1.488 1.368 0.983
H 3.895762 0.386777 -0.228492 -0.403 -0.491 -0.083
H 2.829578 2.613366 -0.538842 0.152 -0.934 0.355
H -1.874657 1.254067 -1.046804 0.381 -1.079 0.819
H -2.121489 -0.886745 1.267716 0.724 0.946 0.896
H -2.494495 -1.610486 -1.613772 0.070 0.879 0.411
H -3.620719 -0.735742 -0.548750 -2.612 1.921 0.022
H -2.940590 -2.217104 -0.084025 -0.569 -0.373 -0.095
H 0.513443 2.834074 -0.244121 1.107 -0.958 -0.060
H 3.526193 -1.830039 0.807468 -0.072 -0.684 -0.064
H 1.967235 -2.726781 0.706080 1.362 1.517 -0.370
H -2.883324 1.856222 0.815401 1.073 -0.068 0.239

Computed values of energy above the lowest of the compared OMol25 structures with the same formula, charge and spin (unit: kcal per mole) for the preceding records, in sequence: 87.07, 100.50, 16.60, 0.00, 39.68.